Below is a structure of composition C18H35AgAs2N2O6Si2, with properties calculated with ωB97M-V/def2-TZVPD.

Structure (XYZ):
```
66
Properties=species:S:1:pos:R:3
Ag -0.15174 -0.09745 -0.18227
O -0.92383 0.57128 7.03389
C 0.06152 0.04226 6.47853
O 1.07512 -0.48162 6.97835
C 0.00946 0.03451 4.92714
C -1.08729 0.55550 4.25282
C -1.11698 0.52256 2.86902
N -0.13202 -0.00181 2.13816
C 0.92909 -0.51061 2.77509
C 1.03641 -0.49912 4.15861
C 1.99241 -1.18674 1.91392
O 3.07661 -1.46587 2.43653
O 1.65630 -1.44317 0.70948
H -1.90244 0.97532 4.82617
H -1.96261 0.91523 2.31650
H 1.90844 -0.92153 4.63575
C -0.67503 -3.37988 2.55421
As -1.77393 -3.31564 0.96731
C -2.69495 -5.02893 0.96244
C -0.60605 -3.40787 -0.56659
O -2.86562 -2.09092 0.93251
H -0.73858 -4.37064 3.00370
H -1.05237 -2.63217 3.25045
H 0.35591 -3.15000 2.29799
H -1.98654 -5.85677 1.00082
H -3.29163 -5.09242 0.05357
H -3.35437 -5.06146 1.82867
H -0.35978 -4.44884 -0.77864
H 0.29548 -2.83126 -0.35828
H -1.13171 -2.95856 -1.40860
C -3.86890 0.92216 -0.38368
Si -2.63654 1.91638 -1.39497
C -3.68618 2.89598 -2.63633
C -1.83987 3.20991 -0.26998
As -1.15947 0.43349 -2.40471
Si 0.46109 1.92313 -3.12825
C -0.25209 3.50110 -3.91002
C 1.47563 1.10338 -4.48551
C 1.67275 2.49978 -1.80745
H -4.49554 1.57938 0.22940
H -3.39050 0.17770 0.25636
H -4.53260 0.37326 -1.05945
H -4.44071 3.49432 -2.11364
H -4.20506 2.20403 -3.30515
H -3.08349 3.56803 -3.25018
H -2.60976 3.84734 0.17985
H -1.14551 3.85286 -0.81532
H -1.28180 2.72643 0.53538
H -0.96846 3.26153 -4.69980
H 0.55834 4.09229 -4.35041
H -0.75900 4.12580 -3.17100
H 0.83485 0.78907 -5.31356
H 1.99539 0.23207 -4.08432
H 2.22977 1.79644 -4.87386
H 1.15396 2.95783 -0.96255
H 2.38109 3.22999 -2.21634
H 2.23791 1.63924 -1.44225
C 5.83045 -0.17309 -1.74420
C 4.41471 -0.68495 -1.51399
N 4.23054 -1.41298 -0.39894
O 3.53793 -0.41938 -2.32169
H 6.57344 -0.66698 -1.11729
H 5.83786 0.89575 -1.52466
H 6.08842 -0.29888 -2.79426
H 4.96436 -1.42720 0.28825
H 3.28770 -1.54855 -0.00266
```

The calculation puts the HOMO energy at -2.38 eV. The orbital gap is 6.87 eV. As for the net charge: -2.

Results of the Mulliken charge analysis, in e, for atoms 1 through 2:
1 Ag 0.4427
2 O -0.7467

=====

Below is a structure of composition C18H35AsN4V at a distorted geometry, with properties calculated with ωB97M-V/def2-TZVPD.

Structure (XYZ):
```
59
Properties=species:S:1:pos:R:3
V 0.72438 0.10225 0.12555
C 1.77178 -2.51095 -0.61405
N 2.17168 -1.10425 -0.50155
C 2.76728 -0.69955 -1.78035
C 3.10238 -0.90955 0.62325
C 2.40038 -1.15555 1.96665
N 1.12138 -0.40975 2.04965
C 0.10568 -1.20065 2.75115
C 1.29628 0.86575 2.74995
H 2.65158 -3.16665 -0.63765
H 1.22588 -2.66435 -1.54995
H 1.14378 -2.82215 0.22595
H 3.55618 -1.39745 -2.08955
H 3.21618 0.29735 -1.73375
H 2.00238 -0.70945 -2.56825
H 3.49588 0.11415 0.58285
H 3.96438 -1.58555 0.54635
H 3.07028 -0.84545 2.77615
H 2.20338 -2.22435 2.10105
H 0.45988 -1.52415 3.73805
H -0.14672 -2.09635 2.17185
H -0.79642 -0.60005 2.91365
H 1.48108 0.69925 3.81775
H 0.38778 1.47795 2.67215
H 2.14758 1.42135 2.34895
N 0.77418 7.24765 -1.23325
C 0.81048 6.12945 -1.00475
C 0.82368 4.73105 -0.74375
C 2.02398 4.02655 -0.59405
C 1.96578 2.66935 -0.34135
N 0.81108 2.00085 -0.22765
C -0.33452 2.67805 -0.36165
C -0.38252 4.03195 -0.61965
H 2.97418 4.53305 -0.68615
H 2.89478 2.11615 -0.21285
H -1.25582 2.10815 -0.25545
H -1.32552 4.54295 -0.74175
C -2.06282 -3.53315 0.80765
C -1.85202 -2.85735 -0.53775
As -1.44752 -0.91835 -0.50425
C -1.90032 -0.56425 -2.39135
C -1.80482 0.89335 -2.81125
C -2.86832 -0.14975 0.65575
C -4.25252 -0.34275 0.05225
H -2.61292 -4.46105 0.66315
H -2.65882 -2.91645 1.48095
H -1.12812 -3.80145 1.29665
H -2.78742 -2.88195 -1.11405
H -1.09412 -3.38325 -1.12875
H -2.92062 -0.94295 -2.53555
H -1.23102 -1.18575 -3.00195
H -2.48272 1.52045 -2.22905
H -2.09622 0.99495 -3.85585
H -0.77812 1.26535 -2.71505
H -2.67592 0.91455 0.83495
H -2.80832 -0.66605 1.62055
H -4.36382 0.19715 -0.88865
H -4.99792 0.04995 0.74255
H -4.47982 -1.39815 -0.10455
```

The spin multiplicity is 3. The calculation puts the HOMO energy (alpha / beta) at -19.56 / -19.66 eV. The orbital gap (alpha / beta) is 8.39 / 8.95 eV. The expectation value of S² is 2.028. As for the net charge: +3.

Results of the Mulliken charge analysis, in e, for atoms 1 through 2:
1 V 0.1721
2 C -1.1057

=====

Below is a cluster of 2 separate species, C18H35BIN2O4PS in total at a distorted geometry, with properties calculated with ωB97M-V/def2-TZVPD.

Structure (XYZ):
```
63
Properties=species:S:1:pos:R:3
C -7.46349 -0.59250 3.29187
C -6.22243 0.06659 2.38984
C -4.87974 -0.87866 2.69845
I -5.34411 -3.01320 2.81536
B -3.64200 -0.48226 1.69129
C -2.60853 -1.72722 1.38786
O -3.94032 0.00152 0.31248
C -3.16149 1.25899 0.06269
C -2.46746 1.48207 -1.40300
C -1.19261 0.49245 -1.72437
C 0.32115 1.17374 -1.64571
C 1.62964 0.21074 -1.90728
C 1.33827 -1.37567 -2.23864
C -0.17165 -2.05243 -2.36340
C -1.50015 -1.07657 -2.09572
C -2.99922 -1.75864 -2.22617
C -2.38713 1.69112 1.43591
S -0.60319 1.21775 1.73083
P -2.38442 3.55897 1.83043
N -1.55226 3.80031 3.41925
O -1.32618 4.32915 0.63695
O -3.10089 0.75345 2.36165
H -8.21693 0.29454 3.47533
H -8.02100 -1.43335 2.68957
H -7.09019 -0.97984 4.35213
H -6.44264 0.02928 1.24011
H -5.95269 1.13113 2.79790
H -4.53615 -0.55087 3.79392
H -2.33652 -2.26895 2.38871
H -1.64018 -1.43291 0.80169
H -3.15968 -2.54308 0.71228
H -4.06123 2.04236 0.01997
H -3.29935 1.20971 -2.21546
H -2.21489 2.62821 -1.60824
H 0.42130 2.31080 -1.36867
H 2.69546 0.69707 -1.81281
H 2.26968 -2.07337 -2.39184
H -0.29650 -3.19168 -2.59968
H -3.18820 -2.63949 -1.46511
H -3.83935 -0.92147 -2.13361
H -3.16728 -2.23732 -3.30620
H -0.17107 0.17018 0.90631
H -0.52488 3.99239 3.27127
H -1.61975 2.90975 3.97144
H -0.45021 4.59354 1.06668
C 8.17955 -0.81727 -1.06537
C 7.28958 0.24209 -1.69848
C 6.00594 0.51042 -0.89916
O 5.07225 -0.55638 -1.11373
C 5.02441 -1.50912 -0.05190
N 6.87578 -0.24953 -3.05032
H 7.73362 -1.81515 -1.10899
H 9.14223 -0.86932 -1.58524
H 8.38086 -0.57756 -0.01610
H 7.85668 1.16690 -1.84853
H 5.53058 1.41376 -1.29918
H 6.20509 0.69615 0.16200
H 5.27940 -1.07238 0.91783
H 5.70224 -2.33574 -0.27911
H 4.00892 -1.90957 0.00071
H 7.63304 -0.68817 -3.58420
H 6.46194 0.50100 -3.61597
H 6.11834 -0.94647 -2.91053
```

The calculation puts the HOMO energy at -6.17 eV. The orbital gap is 4.06 eV.

Results of the Mulliken charge analysis, in e, for atoms 1 through 2:
1 C -1.0458
2 C -0.0025

=====

Below is a cluster of 3 separate species, C18H35Br2O6P in total, with properties calculated with ωB97M-V/def2-TZVPD.

Structure (XYZ):
```
62
Properties=species:S:1:pos:R:3
C 5.58247 -0.34239 -0.45664
C 4.91209 1.01002 -0.71702
O 3.53868 0.88617 -1.07298
C 2.71806 0.44286 -0.01610
P 1.05401 0.11764 -0.74945
C 0.33506 -0.92657 0.62251
C -0.56952 -1.94083 -0.00479
O -0.24687 -3.01306 -0.41460
O -1.86985 -1.46704 -0.07878
C -2.65520 -1.77073 -1.18521
C -4.11553 -1.69707 -0.85416
O -2.19036 -1.99903 -2.25687
C 0.17566 1.65347 -0.32241
Br 0.34399 2.33765 1.46116
C -0.60927 2.33217 -1.16998
C -1.38117 3.58909 -0.86476
Br -0.80284 1.76061 -2.96431
H 5.13908 -1.09119 -1.12097
H 6.65337 -0.27111 -0.66108
H 5.46024 -0.67332 0.57797
H 5.01153 1.68451 0.14401
H 5.38745 1.50875 -1.56620
H 2.66696 1.18797 0.79157
H 3.06868 -0.50216 0.42220
H 1.11673 -1.45345 1.17347
H -0.22126 -0.28858 1.31212
H -4.57927 -2.58872 -1.28792
H -4.55772 -0.83107 -1.35688
H -4.29438 -1.65530 0.21758
H -2.24955 3.65925 -1.52163
H -1.73813 3.56487 0.16867
H -0.74657 4.46799 -1.00931
C 4.06423 5.10363 1.44281
C 4.97711 4.80970 0.26396
O 4.52405 3.75799 -0.56824
C 3.26339 3.95626 -1.18750
C 3.20513 5.15557 -2.11790
H 3.91617 4.20581 2.04501
H 4.50942 5.87504 2.07233
H 3.08440 5.46180 1.12469
H 5.95005 4.47740 0.62799
H 5.15092 5.72012 -0.32117
H 2.47498 4.02017 -0.42804
H 3.08328 3.04173 -1.75182
H 3.36061 6.09914 -1.59254
H 2.22542 5.20063 -2.59575
H 3.96466 5.07222 -2.89641
C -4.16713 -6.65546 0.60016
C -4.28688 -5.14773 0.46706
O -5.62002 -4.67408 0.37676
C -6.45966 -4.96018 1.48085
C -5.97737 -4.37608 2.79777
H -4.66304 -7.15232 -0.23439
H -3.11529 -6.94223 0.59987
H -4.60993 -7.02364 1.52655
H -3.81011 -4.82741 -0.46020
H -3.75544 -4.64673 1.28493
H -6.61667 -6.04036 1.57694
H -7.42263 -4.52280 1.21647
H -5.02558 -4.80398 3.11445
H -6.70767 -4.58034 3.58143
H -5.85301 -3.29526 2.71467
```

The calculation puts the HOMO energy at -9.16 eV. Its structure (SMILES) is CCOCP(CC(=O)OC(C)=O)/C(Br)=C(/C)Br.CCOCC.CCOCC. The orbital gap is 9.51 eV.

Results of the Mulliken charge analysis, in e, for atoms 1 through 2:
1 C -1.3240
2 C -0.1521